The following is a DFT calculation (ωB97M-V with the def2-TZVPD basis set) of a structure of composition C24H18N3O5Pd.

M (g mol⁻¹): 534.8
LUMO (eV): 1.3
Total charge: -1
Relative energy (zero: lowest compared OMol25 entry of this formula, charge and spin) (kcal/mol): 7.0
Gap between HOMO and LUMO (eV): 6.1
Spin multiplicity: 1

CARTESIAN COORDINATES (ANGSTROEM)
Pd -0.056 -0.112 0.005
O 0.617 3.879 0.861
O 2.110 -0.050 0.042
O -0.056 1.939 0.015
O 1.034 1.189 4.166
O 0.087 0.131 2.411
N -2.025 -0.091 -0.143
N -0.111 -2.093 -0.248
N -7.519 -7.204 0.063
C 0.632 -4.215 -0.031
C 2.163 2.086 0.972
C 4.174 0.968 -0.074
C -5.634 -5.424 0.003
C -3.658 -4.522 -1.023
C -6.684 -6.415 0.037
C 4.183 -0.123 1.032
C -2.532 -2.478 -0.119
C 2.257 1.043 2.139
C -4.117 0.734 -0.292
C -4.243 -0.625 -0.269
C -5.588 -4.420 0.963
C -1.203 -2.927 -0.117
C 2.696 -0.215 1.377
C -4.582 -3.469 0.920
C -4.663 -5.472 -0.993
C 0.988 0.792 2.992
C 0.971 -2.856 -0.195
C -0.744 -4.264 0.021
C 2.678 1.263 -0.213
C -2.915 -1.156 -0.167
C -3.607 -3.505 -0.073
C -2.723 1.018 -0.200
C 0.795 2.690 0.640
H -5.156 -1.195 -0.335
H 4.730 1.863 0.203
H -2.216 1.971 -0.173
H 3.027 1.344 2.847
H 4.768 0.159 1.905
H 1.953 -2.422 -0.302
H 4.577 0.586 -1.011
H 1.322 -5.040 0.045
H -4.702 -6.254 -1.740
H -4.910 1.463 -0.355
H -4.533 -2.696 1.677
H 2.812 2.936 1.168
H -2.907 -4.552 -1.803
H -6.338 -4.389 1.742
H -1.359 -5.138 0.167
H 2.355 1.608 -1.190
H 2.356 -1.150 1.808
H 4.561 -1.073 0.651


The following is a DFT calculation (ωB97M-V with the def2-TZVPD basis set) of a structure of composition C24H18N4O7P3S3V.

M (g mol⁻¹): 714.5
LUMO (spin up / spin down) (eV): -4.9 / -4.6
Total charge: +1
Relative energy (zero: lowest compared OMol25 entry of this formula, charge and spin) (kcal/mol): 0.0
Gap between HOMO and LUMO (spin up / spin down) (eV): 6.8 / 7.1
Spin multiplicity: 2
<S²>: 0.773

CARTESIAN COORDINATES (ANGSTROEM)
V -0.831 1.610 -0.477
S 0.571 0.937 0.963
S 2.844 0.543 -1.766
S -5.461 -4.268 -0.081
P -1.451 4.714 -0.686
P 0.675 3.635 -2.097
P 2.354 -0.033 -0.003
O -2.839 5.110 -0.846
O 1.623 4.110 -1.080
O -0.531 5.738 0.068
O 0.155 2.158 -1.928
O 1.155 3.719 -3.588
O -1.237 3.333 0.054
O -0.698 4.464 -2.108
N -1.244 -0.192 -1.487
N -5.579 -2.812 0.591
N -4.119 -4.064 -0.945
N -2.771 1.128 0.173
C 3.834 1.798 1.378
C -4.737 1.415 1.482
C -3.718 -2.821 -0.744
C 5.026 -0.083 3.057
C 1.363 -4.479 0.400
C 2.364 -2.658 -0.808
C 1.205 -2.245 1.273
C -4.561 -2.097 0.144
C -3.560 1.902 0.915
C -5.098 0.103 1.280
C -4.286 -0.710 0.480
C 4.089 -0.500 2.121
C -1.720 -2.797 -2.302
C 1.918 -1.773 0.169
C 2.087 -4.012 -0.687
C 4.764 2.198 2.321
C -2.555 -2.195 -1.352
C -3.141 -0.151 -0.063
C -2.283 -0.890 -0.981
C -0.473 -0.755 -2.410
C -0.688 -2.064 -2.842
C 3.499 0.445 1.288
C 5.358 1.259 3.158
C 0.925 -3.597 1.380
H 0.408 5.477 0.023
H 3.381 2.524 0.711
H 0.374 -3.966 2.235
H 1.980 4.208 -3.694
H 0.878 -1.563 2.047
H 2.444 -4.703 -1.440
H -5.353 2.078 2.071
H 5.496 -0.809 3.707
H 6.086 1.578 3.891
H -6.001 -0.309 1.712
H -1.911 -3.816 -2.610
H -0.037 -2.485 -3.594
H 5.030 3.243 2.399
H 3.829 -1.547 2.038
H 1.149 -5.535 0.493
H 0.335 -0.146 -2.796
H -3.243 2.927 1.045
H 2.928 -2.281 -1.652


The following is a DFT calculation (ωB97M-V with the def2-TZVPD basis set) of a structure of composition C24H19Cl44O8PS.

M (g mol⁻¹): 2058.4
LUMO (eV): -0.3
Relative energy (zero: lowest compared OMol25 entry of this formula, charge and spin) (kcal/mol): 4.6
Gap between HOMO and LUMO (eV): 9.3
Spin multiplicity: 1

CARTESIAN COORDINATES (ANGSTROEM)
Cl 1.981 7.980 3.630
Cl -3.522 1.639 5.159
Cl -3.164 -2.233 7.023
Cl 2.139 -1.395 -5.549
Cl 8.668 0.557 -3.658
Cl -9.242 -0.758 0.962
Cl -7.259 -0.575 3.066
Cl -3.558 -1.869 -0.224
Cl 2.807 -3.283 -7.616
Cl 1.514 5.548 2.113
Cl 10.228 -1.183 -1.962
Cl -8.495 -4.054 2.149
Cl -5.662 -1.494 -2.180
Cl -10.017 0.051 3.619
Cl -2.177 -5.421 -3.593
Cl 3.684 10.728 3.376
Cl -7.170 -5.233 4.420
Cl 2.397 5.399 4.847
Cl 4.274 0.428 3.724
Cl 4.728 -2.647 -5.562
Cl -2.209 3.517 6.919
Cl 7.393 -0.884 -1.513
Cl -1.181 -2.407 4.926
Cl 4.358 1.695 1.131
Cl -0.280 6.258 4.212
Cl -3.180 -2.990 -4.798
Cl -9.163 -6.736 2.973
Cl -1.179 3.020 4.274
Cl 4.074 -0.689 -7.578
Cl -4.193 -5.552 -5.645
Cl -5.443 0.279 0.087
Cl -1.174 -0.166 6.729
Cl -4.862 -4.531 -3.034
Cl 5.950 12.404 2.768
Cl 6.537 2.058 2.992
Cl -3.652 4.474 4.609
Cl -6.601 -6.192 1.760
Cl 6.143 -0.482 1.703
Cl 8.334 -2.302 -3.832
Cl -6.306 -2.454 0.447
Cl 6.350 9.825 3.998
Cl -0.406 -2.781 7.678
Cl 5.488 9.994 1.251
Cl -8.439 1.821 1.977
S 2.756 -4.000 -2.507
P 0.119 -2.348 1.345
O -0.686 -0.996 1.033
O 0.646 0.056 -3.163
O -0.346 -2.943 2.594
O 1.634 -1.897 1.493
O 3.869 -3.920 -1.637
O 1.461 -4.595 -1.784
O 2.988 -4.547 -3.789
O 2.201 -2.497 -2.727
C 8.655 -0.953 -2.737
C 1.011 -2.252 -1.950
C 3.439 -2.001 -6.574
C 1.004 2.224 -2.197
C 5.370 10.738 2.848
C 2.244 4.043 -1.298
C 1.408 6.313 3.705
C -0.072 -3.577 0.006
C -0.533 -0.722 -3.312
C -0.159 -2.175 -2.921
C -7.858 -5.557 2.828
C 0.411 1.438 -3.358
C -5.252 -1.382 -0.469
C -2.644 3.166 5.242
C -3.603 -4.624 -4.266
C 5.326 0.919 2.396
C 1.024 -3.452 -1.030
C 1.727 3.374 -2.402
C 0.819 1.740 -0.914
C -8.737 0.134 2.407
C -1.480 -1.899 6.589
C 1.356 2.378 0.184
C 2.081 3.537 -0.033
C -1.694 -0.304 -2.394
H -2.003 -1.084 -1.697
H 0.927 1.787 -4.253
H -2.571 -0.121 -3.013
H -0.645 1.663 -3.498
H -1.350 -1.094 0.343
H 1.901 -3.232 -0.411
H 1.822 -1.056 1.051
H 1.110 -1.446 -1.233
H 1.224 1.969 1.172
H 0.146 -2.736 -3.796
H 2.521 4.048 0.805
H -1.515 0.624 -1.861
H -0.051 -4.544 0.492
H 0.268 0.835 -0.729
H -0.831 -0.766 -4.359
H 1.860 3.722 -3.414
H -1.053 -3.459 -0.461
H 2.807 4.948 -1.460
H -1.026 -2.658 -2.483


The following is a DFT calculation (ωB97M-V with the def2-TZVPD basis set) of an isolated molecule of C24H19FN2O3.

M (g mol⁻¹): 402.4
LUMO (eV): -0.1
Relative energy (zero: lowest compared OMol25 entry of this formula, charge and spin) (kcal/mol): 0.0
Gap between HOMO and LUMO (eV): 8.1
Spin multiplicity: 1
Structure (SMILES): COc1ccc(-n2c(/C=C/c3cccc(F)c3)nc3ccccc3c2=O)c(OC)c1

CARTESIAN COORDINATES (ANGSTROEM)
F -5.736 1.064 -1.145
O 2.913 -2.142 -0.578
O 0.160 -0.406 2.086
O -2.780 -3.740 0.396
N 1.568 -0.338 -0.220
N 2.443 1.825 0.067
C 4.794 2.225 -0.030
C -4.868 2.974 -0.076
C -3.758 3.662 0.389
C 6.073 1.755 -0.217
C -0.267 -1.249 1.108
C -2.490 3.131 0.253
C -0.968 -2.926 -1.018
C 6.304 0.404 -0.481
C 2.820 -0.944 -0.409
C 3.944 -0.016 -0.369
C -2.295 1.890 -0.358
C 0.454 -1.214 -0.099
C -4.668 1.748 -0.683
C -1.702 -2.948 0.160
C 3.708 1.344 -0.105
C -0.565 -0.355 3.291
C 0.127 1.633 0.126
C -0.990 1.269 -0.512
C -1.347 -2.105 1.217
C -3.188 -4.638 -0.610
C 1.442 1.016 -0.011
C 5.249 -0.476 -0.554
C -3.411 1.200 -0.837
C 0.106 -2.059 -1.134
H -0.974 0.425 -1.188
H 5.398 -1.527 -0.752
H 0.144 2.500 0.769
H -2.398 -5.355 -0.852
H -1.600 -0.042 3.118
H -3.890 4.624 0.861
H -1.211 -3.572 -1.845
H -1.937 -2.164 2.115
H -3.302 0.238 -1.313
H 0.683 -2.039 -2.045
H -4.044 -5.170 -0.198
H 7.315 0.052 -0.626
H 6.909 2.436 -0.160
H -3.494 -4.111 -1.519
H -1.641 3.690 0.610
H -5.865 3.372 0.022
H 4.597 3.266 0.173
H -0.059 0.389 3.905
H -0.554 -1.319 3.807


The following is a DFT calculation (ωB97M-V with the def2-TZVPD basis set) of an isolated molecule of C24H19FN4O2S.

M (g mol⁻¹): 446.5
LUMO (eV): -0.1
Gap between HOMO and LUMO (eV): 8.8
Spin multiplicity: 1
Structure (SMILES): O=C(NCc1ccc(F)cc1)[C@H](c1ccccc1)N(C(=O)c1csnn1)c1ccccc1

CARTESIAN COORDINATES (ANGSTROEM)
S 4.746 2.849 1.054
F -6.472 0.786 1.514
O -1.103 -1.335 -2.719
O 0.472 1.732 0.123
N -1.220 0.673 -1.688
N 4.929 1.763 -0.192
N 1.369 -0.320 -0.357
N 3.873 1.164 -0.488
C 2.546 -1.123 -0.261
C 3.092 2.476 1.181
C 4.232 -2.166 1.087
C -5.520 0.875 0.560
C -3.564 1.060 -1.372
C -0.759 -0.570 -1.839
C -2.138 -0.893 2.295
C 0.184 -1.095 -0.729
C -1.258 -2.749 0.452
C -2.193 -3.111 1.404
C 3.097 -1.381 0.987
C -3.972 -0.184 -0.900
C -0.754 -1.452 0.407
C -2.638 -2.182 2.329
C 4.246 -2.455 -1.294
C 4.808 -2.701 -0.052
C -5.141 2.124 0.106
C -2.422 1.131 -2.355
C 1.429 0.974 0.002
C -1.207 -0.525 1.339
C -4.950 -0.286 0.069
C -4.153 2.208 -0.860
C 3.114 -1.670 -1.404
C 2.795 1.508 0.247
H -3.371 -2.461 3.071
H -3.839 3.177 -1.217
H -5.608 3.007 0.511
H 2.635 -0.963 1.871
H -2.576 -4.121 1.421
H -3.512 -1.078 -1.294
H -2.273 2.153 -2.712
H -0.924 -3.474 -0.275
H -0.844 0.489 1.327
H 0.580 -2.033 -1.134
H -0.868 1.236 -0.915
H -2.482 -0.160 3.009
H 5.695 -3.310 0.028
H 4.695 -2.871 -2.183
H -2.597 0.466 -3.205
H -5.268 -1.245 0.447
H 4.663 -2.361 2.057
H 2.437 2.942 1.887
H 2.675 -1.464 -2.368


The following is a DFT calculation (ωB97M-V with the def2-TZVPD basis set) of a structure of composition C24H19GeKNO2.

M (g mol⁻¹): 465.1
LUMO (spin up / spin down) (eV): -0.1 / -1.3
Gap between HOMO and LUMO (spin up / spin down) (eV): 7.4 / 7.1
Spin multiplicity: 2
<S²>: 0.756

CARTESIAN COORDINATES (ANGSTROEM)
Ge -0.895 0.475 0.452
K 0.347 -2.187 1.606
O 0.344 -3.867 0.233
O 1.385 -5.324 -1.143
N 2.670 -2.400 0.435
C 4.963 -2.064 -0.184
C 1.749 1.999 -3.135
C -3.783 0.595 0.336
C -0.289 2.954 1.819
C 4.927 -3.211 -0.964
C -1.660 1.433 3.083
C 1.332 -4.327 -0.431
C -5.044 0.213 -0.108
C -2.642 -0.077 -0.113
C 3.757 -3.938 -1.034
C 2.322 1.821 -1.882
C -1.717 2.348 4.127
C -1.061 3.567 4.016
C -0.347 3.868 2.864
C 0.404 1.718 -3.331
C -0.951 1.726 1.912
C 3.814 -1.707 0.492
C -4.053 -1.536 -1.432
C 2.638 -3.510 -0.325
C -5.177 -0.849 -0.992
C -0.374 1.263 -2.273
C -2.791 -1.156 -0.993
C 0.185 1.094 -1.004
C 1.546 1.368 -0.824
H -6.160 -1.144 -1.337
H -1.422 1.042 -2.442
H -1.108 4.284 4.827
H 3.375 2.026 -1.731
H 3.806 -0.817 1.114
H 3.659 -4.837 -1.624
H -2.190 0.492 3.185
H -0.041 1.851 -4.309
H -4.157 -2.374 -2.110
H 0.267 3.207 0.924
H -2.274 2.111 5.025
H 0.161 4.821 2.775
H 5.807 -3.528 -1.511
H 2.013 1.225 0.145
H -3.693 1.428 1.024
H 2.354 2.351 -3.962
H -5.921 0.747 0.236
H -1.926 -1.713 -1.338
H 5.855 -1.458 -0.096


Number 1: F_max 0.01588 hartree/bohr. Number 2: F_max 0.01079 hartree/bohr. Number 3: F_max 0.04512 hartree/bohr. Number 4: F_max 0.01660 hartree/bohr. Number 5: F_max 0.03256 hartree/bohr. Number 6: F_max 0.04382 hartree/bohr.